No. 1
C49H67N9O2P2Ti as an isolated structure in a non-equilibrium geometry, computed with the ωB97M-V functional and the def2-TZVPD basis.

Computed properties:
* 2S+1: 2
* total energy: -111097.4855 eV
* total charge: +1
* gap between HOMO and LUMO (alpha / beta): 6.1 / 5.8 eV
* F_max: 1.41 eV/Å
* ΔE to the lowest compared entry with this formula, charge and spin: 280.8 kJ/mol

CARTESIAN COORDINATES (ANGSTROEM)
Ti1 0.01749 0.12741 -0.18878
C1 0.88458 -1.37169 5.25462
C2 0.75358 -1.75968 3.78107
C3 2.13254 -2.14145 3.20549
P1 -0.04268 -0.52221 2.65419
C4 -1.66427 -0.04228 3.44332
C5 -2.33953 -1.26659 4.09842
C6 -1.71994 1.17593 4.37060
C7 1.17342 0.83801 2.77762
C8 1.37261 1.57064 3.94861
C9 2.32062 2.57665 4.06020
C10 2.50236 3.36490 5.34381
C11 3.08025 2.83681 2.93006
C12 2.91152 2.10755 1.76368
C13 1.97593 1.08277 1.65370
N1 1.82973 0.23314 0.46782
C14 3.06590 -0.39910 -0.00544
C15 4.24152 0.30720 -0.25381
C16 5.46199 -0.34524 -0.41227
C17 5.56531 -1.73157 -0.35171
C18 6.89496 -2.45542 -0.43802
C19 4.36793 -2.42528 -0.27263
C20 3.14024 -1.78284 -0.15879
P2 1.62366 -2.65907 -0.58367
C21 2.17951 -3.16146 -2.30965
C22 1.06373 -3.85771 -3.10832
C23 2.76840 -1.98234 -3.10986
C24 1.80487 -4.23664 0.42036
C25 2.27444 -5.48555 -0.33242
C26 0.51397 -4.52543 1.19123
H1 1.18561 -2.25529 5.82842
H2 -0.04005 -0.98959 5.69761
H3 1.66602 -0.61735 5.38811
H4 0.11636 -2.64439 3.70706
H5 2.85604 -1.34137 3.38023
H6 2.10652 -2.31835 2.13125
H7 2.51091 -3.05127 3.68875
H8 -2.25952 0.21327 2.57289
H9 -1.65687 -1.86162 4.71096
H10 -2.80372 -1.94103 3.37168
H11 -3.13807 -0.91625 4.75728
H12 -1.25534 0.96942 5.34221
H13 -2.77391 1.40781 4.55910
H14 -1.26717 2.06228 3.93055
H15 0.77263 1.34676 4.82275
H16 1.84090 3.00025 6.13227
H17 2.28128 4.42416 5.18899
H18 3.53136 3.29929 5.70960
H19 3.82267 3.63323 2.94705
H20 3.50143 2.39628 0.91724
H21 4.22789 1.37527 -0.37029
H22 6.35595 0.25273 -0.58103
H23 7.71866 -1.75569 -0.58358
H24 6.91055 -3.16945 -1.26639
H25 7.09514 -3.01859 0.47985
H26 4.38923 -3.51696 -0.35795
H27 2.97723 -3.87889 -2.14104
H28 0.27966 -3.15397 -3.39101
H29 0.58656 -4.67544 -2.55283
H30 1.48315 -4.28380 -4.02974
H31 2.21413 -1.05869 -2.97833
H32 2.74840 -2.21939 -4.18420
H33 3.80345 -1.77680 -2.82617
H34 2.56866 -3.98105 1.15028
H35 1.57604 -5.78210 -1.12214
H36 2.33028 -6.31784 0.38008
H37 3.26703 -5.37648 -0.78062
H38 -0.29581 -4.80609 0.50668
H39 0.18212 -3.65483 1.76614
H40 0.66378 -5.35408 1.89336
C27 -0.61597 5.94151 -0.30362
C28 0.23088 5.16744 0.47256
C29 0.57918 3.87126 0.09138
C30 0.08649 3.28500 -1.06374
C31 -0.77927 4.08475 -1.83328
C32 -1.11923 5.38551 -1.47681
N2 0.38693 1.90958 -1.40740
C33 0.49100 1.60476 -2.76586
C34 0.95737 2.46000 -3.78384
C35 0.87605 2.09070 -5.11598
C36 0.32852 0.85192 -5.48422
C37 -0.09338 -0.01798 -4.49073
C38 0.03163 0.34901 -3.15041
N3 -0.41912 -0.43766 -2.06486
N4 -1.25390 -1.39049 -2.41644
C39 -1.77603 -2.07896 -1.36466
C40 -2.65558 -3.14825 -1.63128
C41 -3.25990 -3.80839 -0.58604
C42 -2.96985 -3.41351 0.72115
C43 -2.06633 -2.39695 0.89831
N5 -1.47184 -1.72064 -0.09989
H41 -0.87998 6.95303 -0.00710
H42 0.63691 5.57139 1.39689
H43 1.21809 3.29130 0.72917
H44 -1.15468 3.68213 -2.75205
H45 -1.77298 5.97102 -2.11805
H46 1.36515 3.42683 -3.50872
H47 1.24772 2.76666 -5.88374
H48 0.26681 0.56448 -6.52865
H49 -0.47640 -1.00405 -4.73297
H50 -2.82308 -3.41640 -2.66882
H51 -3.94615 -4.63088 -0.77200
H52 -3.40743 -3.90839 1.58232
H53 -1.78776 -2.10282 1.88850
N6 -2.69230 0.67130 -0.73328
C44 -2.90729 2.03056 -0.25851
C45 -4.31990 2.36452 0.22148
C46 -5.48635 2.05775 -0.74145
C47 -5.67242 2.92434 -2.00951
N7 -4.64478 2.92963 -3.08331
C48 -4.39822 1.94025 -3.92662
N8 -5.15101 0.83385 -3.88532
N9 -3.40801 2.01479 -4.80053
C49 -1.89484 2.29244 0.82837
O1 -1.99938 3.22620 1.57142
O2 -0.88014 1.39338 0.88058
H54 -3.15339 0.46154 -1.59740
H55 -3.03295 0.00390 -0.06038
H56 -2.61787 2.71999 -1.03320
H57 -4.35599 3.42081 0.51434
H58 -4.48875 1.79302 1.14201
H59 -6.40922 2.22706 -0.18046
H60 -5.49182 0.99177 -0.99887
H61 -5.76102 3.96235 -1.70824
H62 -6.62027 2.67418 -2.48512
H63 -4.03023 3.72138 -3.13503
H64 -5.98207 0.79869 -3.32921
H65 -4.98820 0.09135 -4.54336
H66 -2.76026 2.77392 -4.76523
H67 -3.06106 1.19453 -5.28675

=====

No. 2
C49H70GaO18 as an isolated structure in a non-equilibrium geometry, computed with the ωB97M-V functional and the def2-TZVPD basis.

Computed properties:
* total energy: -141176.3116 eV
* total charge: -1
* gap between HOMO and LUMO: 3.5 eV
* F_max: 1.80 eV/Å

CARTESIAN COORDINATES (ANGSTROEM)
C1 1.11248 -0.58917 2.59056
C2 2.32920 0.41918 2.74042
C3 2.61803 1.21326 1.40007
C4 3.05367 0.27070 0.22892
C5 3.15004 0.98429 -1.16637
C6 2.00522 2.01077 -1.45994
C7 2.01772 2.42370 -2.99596
C8 0.75977 1.86837 -3.75693
C9 1.16070 0.55766 -4.55656
C10 -0.00094 0.02684 -5.48205
C11 -0.73631 -1.24201 -4.93321
C12 -1.88034 -0.94198 -3.88363
C13 -3.08873 -1.89756 -4.20642
C14 -4.40971 -1.54597 -3.41234
C15 -4.74178 -2.55997 -2.24024
Ga1 -5.31000 -1.65493 -0.48576
O1 -5.98320 -2.98605 0.72582
C16 -6.87682 -0.33572 -0.81139
C17 -6.71417 1.00606 0.02377
C18 -7.47847 2.16436 -0.72822
C19 -6.78610 3.56426 -0.59837
C20 -5.57789 3.76194 -1.59024
C21 -5.16800 5.29976 -1.52071
C22 -4.19714 5.71956 -2.69027
C23 -2.84125 6.32733 -2.20029
C24 -1.73826 5.24463 -1.89452
O2 -0.47282 5.88112 -2.14190
C25 0.55608 4.91564 -2.29853
H1 0.27742 -0.09476 2.04333
H2 0.78755 -0.88648 3.61162
H3 1.47270 -1.45546 1.98519
H4 2.05546 1.15201 3.53950
H5 3.20393 -0.20246 3.05532
H6 1.68611 1.79082 1.18831
H7 3.42199 1.95595 1.63052
H8 4.04734 -0.17063 0.50437
H9 2.34337 -0.58618 0.15424
H10 3.11797 0.20452 -1.97346
H11 4.16273 1.45661 -1.25038
H12 2.24120 2.93809 -0.88555
H13 0.99158 1.65165 -1.15838
H14 2.97972 2.07621 -3.45380
H15 2.06031 3.54239 -3.03035
H16 0.42081 2.59580 -4.53770
H17 -0.09259 1.62002 -3.08202
H18 1.98424 0.88487 -5.24621
H19 1.60200 -0.22247 -3.89674
H20 -0.69577 0.85972 -5.74212
H21 0.47656 -0.27731 -6.45294
H22 -1.24050 -1.73047 -5.81044
H23 -0.02322 -2.01567 -4.54634
H24 -2.24168 0.11032 -3.89773
H25 -1.46786 -1.17114 -2.87281
H26 -3.33470 -1.89631 -5.30493
H27 -2.81678 -2.94383 -3.91860
H28 -5.24860 -1.65260 -4.15349
H29 -4.43356 -0.47637 -3.07054
H30 -3.84136 -3.21553 -2.07801
H31 -5.56318 -3.25853 -2.55059
H32 -4.05584 -0.98164 0.25809
H33 -6.03968 -2.61154 1.60703
H34 -6.96860 -0.09443 -1.90246
H35 -7.84738 -0.82424 -0.52305
H36 -5.64822 1.25137 0.24155
H37 -7.22265 0.81373 1.00492
H38 -7.70068 1.94706 -1.79569
H39 -8.47933 2.26014 -0.22268
H40 -6.37725 3.74539 0.42954
H41 -7.50391 4.39700 -0.79674
H42 -5.82570 3.50111 -2.64546
H43 -4.67147 3.18048 -1.30411
H44 -6.13232 5.86447 -1.60708
H45 -4.75178 5.46042 -0.50079
H46 -4.09373 4.86422 -3.39371
H47 -4.72205 6.53563 -3.25388
H48 -2.42743 6.94656 -3.03628
H49 -2.94557 6.94437 -1.27963
H50 -1.74477 5.00017 -0.79648
H51 -1.87414 4.29601 -2.46417
H52 0.69392 4.28812 -1.38554
H53 0.43044 4.30138 -3.22543
H54 1.50582 5.49342 -2.44640
C26 5.49024 5.21008 5.52841
C27 5.18816 5.10876 4.23185
C28 4.81874 3.80069 3.61593
O3 4.53359 3.75525 2.43465
C29 4.82022 2.61438 4.47010
C30 5.12476 2.71397 5.76617
C31 5.46945 4.02557 6.38890
O4 5.72293 4.07411 7.57735
O5 5.13309 1.63372 6.56916
O6 5.20180 6.18169 3.41716
H55 5.75761 6.15226 5.98646
H56 4.56654 1.66974 4.00796
H57 5.38343 1.96082 7.45248
H58 4.94721 5.84331 2.54013
C32 -2.48201 -4.48081 -7.33921
C33 -2.37176 -5.73478 -7.78315
C34 -2.99272 -6.16628 -9.06930
O7 -2.85072 -7.31522 -9.44518
C35 -3.75829 -5.17685 -9.82901
C36 -3.87162 -3.92373 -9.38362
C37 -3.22755 -3.48590 -8.11127
O8 -3.34160 -2.33071 -7.75368
O9 -4.57196 -2.99370 -10.06108
O10 -1.69302 -6.67225 -7.09185
H59 -2.03496 -4.15512 -6.40914
H60 -4.21836 -5.50552 -10.75051
H61 -4.49778 -2.17935 -9.53150
H62 -1.76195 -7.48460 -7.62278
C38 6.86251 -1.82787 8.76009
C39 6.82640 -3.16126 8.81229
C40 5.53676 -3.90332 8.92894
O11 5.54724 -5.12037 8.95117
C41 4.30133 -3.12729 9.01306
C42 4.33736 -1.79389 8.96290
C43 5.62414 -1.05239 8.81893
O12 5.60540 0.16124 8.75630
O13 3.21475 -1.05607 9.03800
O14 7.95042 -3.89996 8.76003
H63 7.78955 -1.27855 8.67229
H64 3.37529 -3.67673 9.11361
H65 3.50797 -0.12986 8.97569
H66 7.65422 -4.82581 8.81194
C44 2.13011 -5.53907 5.31631
C45 3.35710 -5.48957 5.84043
C46 4.50398 -4.89842 5.08978
O15 5.60239 -4.85545 5.61503
C47 4.25435 -4.39343 3.73957
C48 3.02741 -4.44611 3.21371
C49 1.87528 -5.01253 3.97450
O16 0.77364 -5.02400 3.46417
O17 2.77170 -3.99045 1.97402
O18 3.61900 -5.96737 7.07310
H67 1.29109 -5.96228 5.85110
H68 5.09619 -3.98302 3.19929
H69 1.81845 -4.13970 1.83381
H70 4.57062 -5.81412 7.21806

=====

No. 3
A 7-piece molecular cluster, C49H71BClF19NO17 overall in a non-equilibrium geometry, computed with the ωB97M-V functional and the def2-TZVPD basis.

Computed properties:
* total energy: -153082.0481 eV
* total charge: -1
* gap between HOMO and LUMO: 6.9 eV
* F_max: 8.62 eV/Å

CARTESIAN COORDINATES (ANGSTROEM)
C1 0.35701 4.37895 0.34313
C2 0.28151 5.58958 -0.77088
C3 0.38305 5.04930 -2.33917
C4 -0.98181 4.20601 -2.80719
C5 -0.71246 3.44958 -4.26363
C6 -1.44346 1.98678 -4.39493
C7 -0.46735 0.81771 -5.08549
C8 -0.10474 -0.25467 -3.90027
B1 0.58199 -1.65820 -4.41005
F1 1.10475 -1.48327 -5.79260
O1 -0.22744 -2.92610 -4.33832
C9 0.02523 -3.68561 -3.06850
C10 -1.05895 -2.94842 -2.06134
C11 -2.56060 -2.76853 -2.69053
C12 -3.61473 -3.02137 -1.41637
Cl1 -5.39020 -2.73166 -1.85547
C13 -0.47803 -5.24485 -3.02069
C14 -0.04384 -6.04916 -1.62901
O2 -1.27515 -6.56735 -1.00922
C15 -1.06882 -6.96180 0.39250
C16 -1.08101 -5.59109 1.29117
C17 1.57308 -3.29585 -2.70444
C18 2.01755 -3.00255 -1.15200
O3 2.49929 -1.58124 -1.12771
C19 2.77284 -1.14720 0.25101
C20 3.58253 -2.03330 1.36888
O4 2.34228 0.08348 0.60518
C21 2.82447 -3.97984 -3.50833
C22 4.36166 -3.49592 -3.05895
C23 5.60982 -4.20850 -3.84635
N1 5.54627 -5.25625 -4.92248
C24 4.15290 -5.64440 -5.32855
C25 2.73432 -5.08512 -4.71851
O5 1.56633 -1.91851 -3.30130
H1 0.79570 4.70907 1.38641
H2 1.02522 3.52760 -0.14443
H3 -0.72857 3.97713 0.51539
H4 1.20089 6.30537 -0.53697
H5 -0.69077 6.22138 -0.55874
H6 1.35541 4.39012 -2.44953
H7 0.47375 6.04173 -2.99656
H8 -1.36797 3.48470 -1.96886
H9 -1.81409 5.04233 -2.95602
H10 -1.19745 4.17662 -5.07629
H11 0.45657 3.42827 -4.40074
H12 -2.41521 2.13160 -5.06178
H13 -1.80769 1.68479 -3.31096
H14 0.49908 1.40235 -5.43882
H15 -0.98816 0.33325 -6.02347
H16 0.69025 0.28043 -3.19009
H17 -1.07100 -0.39079 -3.24915
H18 -0.69465 -1.87246 -1.69389
H19 -1.18894 -3.57230 -1.05176
H20 -2.85839 -3.56803 -3.49521
H21 -2.80817 -1.70098 -3.10127
H22 -3.40155 -4.07792 -0.90817
H23 -3.29898 -2.20929 -0.60805
H24 -1.66225 -5.37337 -3.10208
H25 -0.04891 -5.92044 -3.90388
H26 0.59620 -7.00876 -1.93572
H27 0.63837 -5.41544 -0.91955
H28 -0.11582 -7.62969 0.51413
H29 -2.03487 -7.58314 0.71551
H30 -0.20592 -4.86466 1.01423
H31 -1.05667 -5.88875 2.42309
H32 -2.10688 -5.04268 1.06478
H33 1.14446 -3.04335 -0.36896
H34 2.84588 -3.75640 -0.73817
H35 2.93864 -2.97606 1.66297
H36 4.62485 -2.32359 0.90769
H37 3.79570 -1.31966 2.28660
H38 4.58033 -2.69779 -2.23109
H39 6.70105 -3.84752 -3.52208
H40 4.05772 -6.47465 -6.18148
H41 1.69622 -5.44727 -5.11751
C26 -4.17370 -4.87568 -5.30583
C27 -3.18143 -4.52917 -6.40042
O6 -2.82519 -5.70289 -7.14624
C28 -3.69336 -6.07274 -8.14155
O7 -4.72706 -5.46540 -8.40805
C29 -3.16933 -7.30116 -8.88386
F2 -2.68959 -8.26186 -8.04233
F3 -2.14431 -6.99107 -9.72891
F4 -4.12076 -7.90949 -9.64718
H42 -3.78170 -5.67634 -4.67010
H43 -4.38596 -4.00119 -4.68422
H44 -5.11602 -5.23768 -5.72842
H45 -2.25900 -4.14619 -5.95114
H46 -3.56646 -3.74461 -7.06170
C30 3.84351 2.24436 1.46412
C31 4.54274 3.55222 1.78562
O8 5.29212 3.43547 3.00446
C32 6.53803 2.87239 2.89595
O9 7.01915 2.47488 1.83816
C33 7.24140 2.85632 4.25229
F5 6.42429 2.44910 5.26609
F6 7.69927 4.09137 4.60716
F7 8.32244 2.02664 4.28297
H47 3.22696 1.91959 2.30867
H48 3.20704 2.35207 0.58124
H49 4.56807 1.44656 1.27400
H50 3.79614 4.33731 1.94574
H51 5.18346 3.88185 0.95985
C34 2.92457 7.56402 7.14811
C35 1.79850 6.57523 6.90929
O10 1.21679 6.77905 5.61281
C36 1.86834 6.19056 4.55911
O11 2.89364 5.52441 4.67490
C37 1.11753 6.44402 3.25270
F8 0.70028 7.73671 3.12568
F9 -0.00215 5.67202 3.14667
F10 1.86802 6.17961 2.14599
H52 2.57350 8.59053 7.00016
H53 3.31686 7.46649 8.16437
H54 3.74571 7.40396 6.44262
H55 1.00328 6.74091 7.64385
H56 2.13698 5.53993 7.03031
C38 -3.35605 11.09811 8.34340
C39 -2.05484 11.86905 8.21975
O12 -1.00497 11.20188 8.93629
C40 -0.38183 10.17376 8.27616
O13 -0.67741 9.81140 7.14049
C41 0.74258 9.58917 9.12975
F11 0.37688 9.40600 10.43128
F12 1.84091 10.39785 9.15470
F13 1.17417 8.37515 8.68496
H57 -3.60520 10.92955 9.39620
H58 -4.17623 11.64343 7.86788
H59 -3.27645 10.11287 7.87375
H60 -2.17052 12.85870 8.67432
H61 -1.77675 12.02753 7.17160
C42 -2.52185 -11.03852 -9.16914
C43 -1.07820 -11.39143 -8.86234
O14 -0.99279 -12.70333 -8.28581
C44 -0.99237 -13.75250 -9.16920
O15 -1.06365 -13.62027 -10.38815
C45 -0.84641 -15.08044 -8.42764
F14 -1.63934 -15.15669 -7.32006
F15 0.43045 -15.28847 -7.99489
F16 -1.16791 -16.15909 -9.19647
H62 -3.14332 -11.14706 -8.27423
H63 -2.60047 -10.01005 -9.53278
H64 -2.93819 -11.70757 -9.92850
H65 -0.67960 -10.69171 -8.12010
H66 -0.44424 -11.31089 -9.75267
C46 -2.80912 4.66175 11.80771
C47 -2.96597 5.00946 10.33894
O16 -3.81913 6.15315 10.18121
C48 -3.22276 7.37806 10.33953
O17 -2.03335 7.53046 10.60504
C49 -4.22869 8.50200 10.09560
F17 -5.43061 8.27533 10.69999
F18 -4.49729 8.67078 8.76885
F19 -3.79863 9.71169 10.55348
H67 -3.78852 4.52519 12.27781
H68 -2.22676 3.74391 11.92857
H69 -2.30482 5.46650 12.35145
H70 -3.44925 4.17799 9.81501
H71 -1.99573 5.17280 9.85620

=====

Which formula does entry 3 have? C49H71BClF19NO17